Entry from the Open Molecules 2025 dataset: one molecule with the formula C7H13NOS2 at a distorted geometry (the ωB97M-V functional and the def2-TZVPD basis).

Each line ends with the Löwdin charge.
CARTESIAN COORDINATES (ANGSTROEM)
C: 3.06 2.00 0.26  -0.15
C: 2.32 1.87 -1.06  -0.41
C: 0.91 -0.42 -0.59  -0.35
C: -0.39 -1.20 -0.43  -0.25
C: -1.11 -0.94 0.90  -0.21
C: -2.32 -1.84 1.11  -0.21
C: -4.20 -0.86 0.39  -0.59
H: 2.55 2.68 0.94  0.07
H: 3.13 1.02 0.77  0.07
H: 4.09 2.37 0.05  0.09
H: 2.81 1.15 -1.73  0.10
H: 2.29 2.84 -1.54  0.08
H: 1.55 -0.58 0.30  0.10
H: 1.44 -0.77 -1.45  0.08
H: -0.13 -2.30 -0.46  0.13
H: -1.07 -1.00 -1.28  0.11
H: -1.42 0.11 0.95  0.11
H: -0.42 -1.11 1.73  0.12
H: -2.70 -1.69 2.09  0.10
H: -2.01 -2.91 1.05  0.13
N: -3.33 -1.60 0.08  0.06
O: -0.12 1.54 -2.12  -0.53
S: 0.59 1.37 -0.81  0.90
S: -5.53 0.24 0.86  0.47

Results
E_tot (eV): -32675.913
LUMO energy (eV): 0.29
Kohn-Sham gap (eV): 9.30
Total charge: 0
E_HOMO (eV): -9.0139